<w>
Formula: C7H8N4O
Source: the OMol25 dataset
Level of theory: wB97M-V/def2-TZVPD

Structure (XYZ):
```
20
Properties=species:S:1:pos:R:3:mulliken_charge:R:1
C 3.57 -0.99 0.02 -0.917
C 2.26 -0.39 0.04 0.502
C 1.26 1.63 0.02 -0.487
C -0.01 1.01 -0.05 0.402
C -1.40 1.47 0.29 -0.421
C -2.33 -0.56 -0.04 0.327
C 0.11 -0.38 -0.01 0.425
H 3.69 -1.54 -0.91 0.279
H 3.61 -1.60 1.04 0.216
H 4.37 -0.23 0.14 0.300
H 1.28 2.79 0.33 0.254
H -1.41 2.47 -0.09 0.466
H -1.40 1.40 1.50 0.167
H -3.37 1.23 -0.07 0.353
H -1.07 -2.11 0.13 0.313
N 2.41 0.95 -0.07 -0.494
N -2.45 0.80 -0.55 -0.383
N -1.10 -1.05 0.03 -0.004
N 1.19 -1.12 -0.18 -0.643
O -3.35 -1.28 0.21 -0.654
```

The LUMO energy is 0.36 eV. The value obtained for the frontier orbital gap is 9.8 eV. As for the SMILES: Cc1ncc2c(n1)NC(=O)NC2. As for the multiplicity: 1. The net charge is 0.

***

<x>
Formula: C7H8N4O
Source: the OMol25 dataset
Level of theory: wB97M-V/def2-TZVPD

Structure (XYZ):
```
20
Properties=species:S:1:pos:R:3:mulliken_charge:R:1
O -0.85 2.08 1.62 -0.596
N 1.36 -2.44 2.96 -0.792
N 0.02 -0.67 -1.15 -0.575
C -0.61 1.29 0.74 0.343
C 0.66 -1.85 2.09 0.699
C -0.19 0.59 -1.59 0.751
C 0.38 -2.14 0.74 -0.632
C 0.00 -1.02 0.15 0.124
N 0.25 -0.61 2.34 -0.605
N -0.16 -0.01 1.09 0.329
C -0.22 0.89 -3.05 -1.226
C -0.75 1.71 -0.75 -0.340
H 1.26 -2.11 3.91 0.233
H 0.80 -3.05 0.30 0.403
H 0.85 0.00 2.81 0.248
H -1.16 1.42 -3.32 0.331
H 0.60 1.51 -3.35 0.322
H -0.15 0.00 -3.70 0.336
H -0.22 2.65 -1.00 0.380
H -1.88 1.75 -0.84 0.268
```

The LUMO energy is -0.67 eV. The value obtained for the frontier orbital gap is 7.5 eV. As for the SMILES: [H]/N=c1/cc2n([nH]1)C(=O)CC(C)=N2. As for the multiplicity: 1. The net charge is 0.

***

Which of them is most stable? Easy: <w>.

***

<w>
Formula: C4H20O8
Source: the OMol25 dataset
Level of theory: wB97M-V/def2-TZVPD

Structure (XYZ):
```
32
Properties=species:S:1:pos:R:3:mulliken_charge:R:1
O 0.23 -0.70 2.51 -0.636
C -0.80 -0.18 2.19 0.450
O -1.97 -0.87 2.14 -0.497
C -0.95 1.21 1.60 -0.451
C -0.02 1.42 0.41 0.501
C 0.58 2.84 0.43 -1.643
H -1.91 -1.81 2.34 0.337
H -0.76 1.94 2.39 0.398
H -2.00 1.34 1.36 0.349
H 0.80 0.72 0.29 -0.034
H -0.68 1.34 -0.46 0.102
H -0.20 3.59 0.50 0.392
H 1.19 3.02 -0.46 0.402
H 1.22 2.87 1.31 0.380
H -2.15 -2.82 -0.43 0.312
H -0.77 -3.55 -0.43 0.307
O -1.53 -3.31 -0.97 -0.620
H -1.50 0.20 -2.94 0.289
H -0.11 0.76 -2.82 0.306
O -0.63 -0.05 -2.73 -0.572
H 0.78 -2.20 -1.05 0.195
H 0.91 -1.81 -2.43 0.290
O 1.47 -1.89 -1.64 -0.493
H -2.88 -0.66 0.14 0.242
H -2.25 -0.36 -1.21 0.308
O -3.08 -0.29 -0.72 -0.594
H 2.48 0.34 1.80 0.307
H 2.05 -1.06 1.37 0.303
O 2.69 -0.36 1.17 -0.643
H 2.99 0.30 -0.51 0.409
H 3.48 -0.43 -1.75 0.265
O 3.32 0.45 -1.40 -0.660
```

The LUMO energy is -0.11 eV. The value obtained for the frontier orbital gap is 10.1 eV. As for the SMILES: CCCC(=O)O.O.O.O.O.O.O. As for the multiplicity: 1. The net charge is 0.

***

<x>
Formula: C4H20O8
Source: the OMol25 dataset
Level of theory: wB97M-V/def2-TZVPD

Structure (XYZ):
```
32
Properties=species:S:1:pos:R:3:mulliken_charge:R:1
C 0.00 0.85 -1.70 -0.338
O 1.40 0.78 -1.89 -0.642
C -0.54 -0.26 -0.79 -0.260
C -1.97 -0.66 -1.15 -0.521
C -2.09 -1.79 -2.15 -0.057
O -2.76 -2.76 -1.90 -0.472
H -0.43 0.87 -2.70 0.388
H -0.28 1.81 -1.26 0.028
H 1.87 0.34 -1.17 0.295
H -0.49 0.02 0.24 0.279
H 0.20 -1.07 -0.79 0.338
H -2.54 -1.03 -0.30 0.325
H -2.49 0.22 -1.52 0.185
H -1.56 -1.73 -3.12 0.347
H 0.25 0.58 3.32 0.300
H 0.66 -0.51 4.19 0.356
O 0.17 0.33 4.24 -0.640
H 2.60 -1.90 3.44 0.284
H 2.21 -1.30 2.00 0.425
O 1.90 -1.53 2.90 -0.651
H 3.04 -1.70 -0.39 0.335
H 3.83 -1.06 0.79 0.309
O 2.97 -1.09 0.36 -0.723
H -1.63 3.33 -0.65 0.393
H -2.86 2.40 -0.57 0.297
O -2.57 3.31 -0.41 -0.606
H -2.98 2.91 2.86 0.291
H -1.48 2.60 3.25 0.308
O -2.16 2.48 2.59 -0.576
H 2.36 -2.25 -2.66 0.302
H 2.51 -0.69 -2.76 0.356
O 2.83 -1.48 -2.32 -0.653
```

The LUMO energy is 0.11 eV. The value obtained for the frontier orbital gap is 10.2 eV. As for the SMILES: O=CCCCO.O.O.O.O.O.O. As for the multiplicity: 1. The net charge is 0.

***

Which of them is most stable? Easy: <w>.

***

<w>
Formula: C3H8O2
Source: the OMol25 dataset
Level of theory: wB97M-V/def2-TZVPD

Structure (XYZ):
```
13
Properties=species:S:1:pos:R:3:mulliken_charge:R:1
C -2.25 -0.79 0.07 -0.281
O -3.44 -0.63 0.82 -0.474
C -1.10 -1.32 0.97 -0.094
C 0.11 -1.56 0.28 -0.753
H -2.64 -1.38 -0.63 0.333
H -1.89 0.24 -0.23 0.231
H -3.17 -1.17 1.57 0.278
H -1.22 -1.34 2.09 0.238
H 0.79 -2.28 0.80 0.272
H 0.25 -1.58 -0.86 0.250
H 4.85 3.35 -1.08 0.326
H 5.13 4.61 -1.91 0.316
O 4.58 3.85 -1.89 -0.642
```

The LUMO energy is 0.95 eV. The value obtained for the frontier orbital gap is 10.5 eV. As for the SMILES: C=CCO.O. As for the multiplicity: 1. The net charge is 0.

***

<x>
Formula: C3H8O2
Source: the OMol25 dataset
Level of theory: wB97M-V/def2-TZVPD

Structure (XYZ):
```
13
Properties=species:S:1:pos:R:3:mulliken_charge:R:1
C 1.15 -1.19 1.20 -0.579
C -0.86 -0.16 0.25 -0.354
C -0.22 1.08 -1.61 -0.577
H 1.49 -1.48 0.10 0.251
H 0.52 -1.87 1.98 0.287
H 1.87 -0.60 1.75 0.233
H -1.54 0.82 0.54 0.253
H -1.51 -0.95 0.46 0.380
H 0.74 1.29 -0.93 0.261
H -0.77 2.12 -1.29 0.226
H -0.32 1.04 -2.68 0.270
O 0.13 0.06 1.32 -0.346
O -0.67 -0.14 -1.11 -0.306
```

The LUMO energy is 0.96 eV. The value obtained for the frontier orbital gap is 11.0 eV. As for the SMILES: COCOC. As for the multiplicity: 1. The net charge is 0.

***

Which of them is most stable? Easy: <w>.

***

<w>
Formula: C3H8O2
Source: the OMol25 dataset
Level of theory: wB97M-V/def2-TZVPD

Structure (XYZ):
```
13
Properties=species:S:1:pos:R:3:mulliken_charge:R:1
C -0.54 -1.75 0.61 -0.628
O -0.43 -0.35 0.80 -0.473
C -0.18 0.73 -0.90 -0.408
C 0.91 1.47 -0.32 0.056
O 1.81 0.78 0.30 -0.765
H -0.14 -2.29 1.47 0.279
H -1.60 -1.99 0.50 0.245
H 0.00 -2.08 -0.29 0.290
H 0.06 -0.19 -1.41 0.246
H -1.13 1.21 -1.15 0.312
H 1.02 1.67 -1.52 0.133
H 0.64 2.48 0.03 0.313
H 0.56 -0.12 0.88 0.400
```

The LUMO energy is 0.46 eV. The value obtained for the frontier orbital gap is 9.3 eV. As for the multiplicity: 1. The net charge is 0.

***

<x>
Formula: C3H8O2
Source: the OMol25 dataset
Level of theory: wB97M-V/def2-TZVPD

Structure (XYZ):
```
13
Properties=species:S:1:pos:R:3:mulliken_charge:R:1
C -1.58 0.29 0.26 -1.309
C -0.33 -0.48 -0.13 0.438
O -0.22 -0.44 -1.54 -0.552
C 0.92 0.14 0.49 -0.513
O 2.06 -0.33 -0.22 -0.548
H -1.49 1.33 -0.10 0.362
H -1.72 0.31 1.34 0.345
H -2.46 -0.16 -0.21 0.315
H -0.41 -1.52 0.21 0.182
H 0.71 -0.66 -1.72 0.359
H 0.85 1.24 0.43 0.354
H 1.00 -0.14 1.55 0.257
H 2.66 0.41 -0.36 0.308
```

The LUMO energy is 0.80 eV. The value obtained for the frontier orbital gap is 10.9 eV. As for the SMILES: C[C@@H](O)CO. As for the multiplicity: 1. The net charge is 0.

***

<y>
Formula: C3H8O2
Source: the OMol25 dataset
Level of theory: wB97M-V/def2-TZVPD

Structure (XYZ):
```
13
Properties=species:S:1:pos:R:3:mulliken_charge:R:1
C -0.11 -0.85 1.07 -0.931
C -0.63 0.24 0.44 0.762
O 0.12 1.06 -0.34 -0.549
C -2.08 0.56 0.52 -1.034
H -0.72 -1.35 1.80 0.259
H 0.79 -1.32 0.74 0.262
H 1.02 1.20 -0.04 0.362
H -2.72 -0.09 1.12 0.322
H -2.54 0.49 -0.46 0.296
H -2.04 1.59 0.89 0.255
H 2.64 -0.29 -1.23 0.326
H 2.92 -0.77 -2.67 0.322
O 3.36 -0.47 -1.87 -0.651
```

The LUMO energy is 0.64 eV. The value obtained for the frontier orbital gap is 9.6 eV. As for the SMILES: C=C(C)O.O. As for the multiplicity: 1. The net charge is 0.

***

Which of them is most stable? Easy: <x>.

***

<w>
Formula: C3H8O2
Source: the OMol25 dataset
Level of theory: wB97M-V/def2-TZVPD

Structure (XYZ):
```
13
Properties=species:S:1:pos:R:3:mulliken_charge:R:1
C -2.60 -0.07 -1.11 -0.967
C -2.35 0.73 -0.08 0.824
O -3.13 1.07 0.95 -0.470
C -0.84 0.90 0.28 -1.078
H -1.92 -0.43 -1.93 0.235
H -3.54 -0.58 -1.27 0.235
H -4.05 0.73 0.75 0.316
H -0.25 -0.08 0.19 0.254
H -0.44 1.73 -0.32 0.283
H -0.78 1.28 1.26 0.368
H 6.55 -2.12 1.13 0.322
H 6.48 -1.68 -0.35 0.316
O 6.87 -1.47 0.49 -0.638
```

The LUMO energy is 0.85 eV. The value obtained for the frontier orbital gap is 9.7 eV. As for the SMILES: C=C(C)O.O. As for the multiplicity: 1. The net charge is 0.

***

<x>
Formula: C3H8O2
Source: the OMol25 dataset
Level of theory: wB97M-V/def2-TZVPD

Structure (XYZ):
```
13
Properties=species:S:1:pos:R:3:mulliken_charge:R:1
C -2.06 2.20 2.78 -0.503
O -3.40 1.94 2.62 -0.469
H -1.70 2.61 1.86 0.209
H -1.61 2.75 3.62 0.239
H -1.75 1.12 3.02 0.217
H -3.59 1.60 3.45 0.307
O 3.29 -1.47 -1.85 -0.430
C 2.15 -1.14 -1.90 0.135
C 0.92 -1.97 -2.39 -0.682
H 1.91 -0.07 -1.60 0.267
H 0.71 -2.05 -3.47 0.274
H -0.01 -1.29 -2.02 0.216
H 0.93 -3.01 -1.88 0.219
```

The LUMO energy is 0.75 eV. The value obtained for the frontier orbital gap is 10.7 eV. As for the SMILES: CC=O.CO. As for the multiplicity: 1. The net charge is 0.

***

Which of them is most stable? Easy: <w>.

***

<w>
Formula: ClFH2
Source: the OMol25 dataset
Level of theory: wB97M-V/def2-TZVPD

Structure (XYZ):
```
4
Properties=species:S:1:pos:R:3:mulliken_charge:R:1
H 0.65 -1.61 -0.77 0.255
H -0.09 0.90 0.92 0.397
F -0.18 1.61 0.33 -0.389
Cl -0.38 -0.90 -0.49 -0.263
```

The LUMO energy is 0.85 eV. The value obtained for the frontier orbital gap is 12.7 eV. As for the SMILES: Cl.F. As for the multiplicity: 1. The net charge is 0.

***

<x>
Formula: ClFH2
Source: the OMol25 dataset
Level of theory: wB97M-V/def2-TZVPD

Structure (XYZ):
```
4
Properties=species:S:1:pos:R:3:mulliken_charge:R:1
H 1.16 -0.06 0.25 0.347
H -2.19 0.50 0.03 0.266
F 2.05 0.03 -0.02 -0.341
Cl -1.02 -0.04 -0.01 -0.272
```

The LUMO energy is 0.53 eV. The value obtained for the frontier orbital gap is 13.1 eV. As for the SMILES: Cl.F. As for the multiplicity: 1. The net charge is 0.

***

<y>
Formula: ClFH2
Source: the OMol25 dataset
Level of theory: wB97M-V/def2-TZVPD

Structure (XYZ):
```
4
Properties=species:S:1:pos:R:3:mulliken_charge:R:1
H 0.18 -0.56 0.48 0.246
H -2.04 0.79 0.31 0.399
F -2.08 -0.07 -0.05 -0.394
Cl 1.21 0.02 -0.02 -0.252
```

The LUMO energy is 0.82 eV. The value obtained for the frontier orbital gap is 12.5 eV. As for the SMILES: Cl.F. As for the multiplicity: 1. The net charge is 0.

***

Which of them is most stable? Easy: <y>.